(1)
Formula: C44H51BrCoO2SeTe
Source: OMol25
Level of theory: the ωB97M-V functional and the def2-TZVPD basis

Each line ends with the Mulliken spin population.
Cartesian coordinates (Å):
1 Co 1.0539 0.3145 -1.6249  2.7046
2 C -0.0335 -2.3462 5.3205  0.0004
3 C 1.1805 -2.9332 4.5848  -0.0010
4 C 1.1817 -4.4475 4.8050  0.0003
5 C 2.4641 -2.3594 5.2021  0.0007
6 C 1.1102 -2.5689 3.1000  0.0143
7 C 1.0776 -1.2369 2.7104  -0.0123
8 C 0.9973 -0.8877 1.3717  -0.0022
9 Se 0.8958 0.9735 0.9066  0.1127
10 C -1.0142 1.1167 0.8037  -0.0338
11 C -1.7455 1.2973 1.9589  -0.0159
12 C -3.1374 1.3536 1.9139  0.0167
13 C -3.7200 1.1923 0.6634  0.0008
14 C -3.0160 0.9926 -0.5256  0.0130
15 C -1.6031 1.0053 -0.4800  0.0554
16 O -0.8633 0.9353 -1.5624  0.1416
17 C -3.8469 0.7782 -1.8061  -0.0071
18 C -4.6472 2.0539 -2.1111  -0.0033
19 C -4.8235 -0.3897 -1.5829  0.0028
20 C -3.0304 0.4293 -3.0567  0.0010
21 C -3.9396 1.5869 3.1933  -0.0005
22 C -3.6099 0.4955 4.2208  0.0006
23 C -3.5766 2.9573 3.7832  0.0005
24 C -5.4473 1.5604 2.9362  0.0000
25 C 0.9469 -1.8414 0.3334  -0.0331
26 O 0.8634 -1.5024 -0.9252  0.0507
27 C 0.9885 -3.2078 0.7254  0.0154
28 C 1.0654 -3.5190 2.0787  0.0017
29 C 0.9463 -4.2979 -0.3515  0.0143
30 C -0.3533 -4.1805 -1.1616  0.0018
31 C 2.1563 -4.1498 -1.2874  0.0025
32 C 0.9924 -5.7094 0.2434  -0.0005
33 H -0.0076 -2.6136 6.3829  0.0000
34 H -0.0560 -1.2564 5.2455  -0.0002
35 H -0.9614 -2.7288 4.8880  0.0001
36 H 1.2250 -4.6601 5.8771  0.0000
37 H 0.2756 -4.9103 4.4052  0.0000
38 H 2.0470 -4.9202 4.3327  -0.0001
39 H 2.5266 -2.6096 6.2672  0.0000
40 H 3.3433 -2.7681 4.6976  0.0000
41 H 2.4981 -1.2720 5.1056  -0.0003
42 H 1.1068 -0.4398 3.4468  -0.0003
43 H -1.2117 1.3880 2.8992  -0.0077
44 H -4.8014 1.2158 0.5990  -0.0001
45 H -5.3256 2.3096 -1.2938  0.0004
46 H -3.9699 2.8983 -2.2655  0.0039
47 H -5.2434 1.9191 -3.0201  0.0002
48 H -5.5188 -0.1988 -0.7637  0.0002
49 H -5.4120 -0.5619 -2.4900  -0.0005
50 H -4.2722 -1.3045 -1.3517  -0.0001
51 H -2.3721 1.2436 -3.3545  0.0118
52 H -2.4090 -0.4525 -2.8963  -0.0014
53 H -3.7288 0.2212 -3.8754  0.0004
54 H -2.5510 0.5036 4.4889  -0.0003
55 H -4.1917 0.6435 5.1368  0.0000
56 H -3.8435 -0.4922 3.8163  0.0000
57 H -2.5092 3.0207 4.0055  -0.0003
58 H -3.8175 3.7520 3.0730  0.0001
59 H -4.1314 3.1384 4.7104  0.0000
60 H -5.7667 0.5949 2.5346  0.0000
61 H -5.9813 1.7292 3.8754  0.0000
62 H -5.7471 2.3431 2.2341  0.0000
63 H 1.0923 -4.5623 2.3566  -0.0015
64 H -0.4204 -3.2090 -1.6493  -0.0009
65 H -0.3891 -4.9651 -1.9260  -0.0003
66 H -1.2205 -4.3015 -0.5054  0.0000
67 H 2.1616 -3.1696 -1.7624  0.0009
68 H 3.0861 -4.2678 -0.7233  -0.0001
69 H 2.1261 -4.9207 -2.0659  -0.0004
70 H 0.1424 -5.8990 0.9053  0.0000
71 H 0.9522 -6.4386 -0.5708  0.0000
72 H 1.9158 -5.8846 0.8033  0.0000
73 Br 1.0311 -0.2933 -4.1709  0.0482
74 C 2.9384 -0.3062 -4.2649  -0.0174
75 C 3.4811 -0.7029 -5.4465  0.0049
76 C 4.8857 -0.7446 -5.5758  -0.0049
77 C 5.6735 -0.3916 -4.5214  0.0046
78 C 5.1067 0.0248 -3.2880  -0.0075
79 C 5.9341 0.3890 -2.1988  0.0191
80 C 5.3700 0.8012 -1.0282  -0.0033
81 C 3.9619 0.8662 -0.8936  -0.0036
82 C 3.0835 0.5186 -1.8959  0.0386
83 C 3.6903 0.0875 -3.1227  -0.0001
84 H 2.8441 -0.9892 -6.2730  -0.0020
85 H 5.3264 -1.0568 -6.5146  -0.0003
86 H 6.7547 -0.4223 -4.6066  0.0004
87 H 7.0114 0.3331 -2.3193  0.0011
88 H 6.0013 1.0770 -0.1890  -0.0004
89 H 3.5790 1.2143 0.0598  -0.0056
90 Te 0.4950 3.4329 -1.9464  0.8949
91 C 0.9924 5.3220 -2.7868  -0.0172
92 C 0.3197 5.7736 -3.9247  0.0130
93 C 0.6018 7.0219 -4.4657  -0.0075
94 C 1.5732 7.8313 -3.8894  0.0185
95 C 2.2584 7.3817 -2.7680  -0.0145
96 C 1.9669 6.1404 -2.2161  0.0049
97 H -0.4254 5.1405 -4.3966  -0.0017
98 H 0.0691 7.3575 -5.3473  -0.0010
99 H 1.7936 8.8048 -4.3103  0.0008
100 H 3.0220 8.0030 -2.3157  -0.0010
101 H 2.5079 5.8062 -1.3366  -0.0063

## Properties
HOMO (spin up / spin down): -4.59 / -4.58 eV
HOMO-LUMO gap (spin up / spin down): 6.895 / 5.275 eV
spin multiplicity: 5
net charge: -1
⟨S²⟩: 6.016

---

(2)
Formula: C27H98F9N2O30
Source: OMol25
Level of theory: the ωB97M-V functional and the def2-TZVPD basis

Each line ends with the Mulliken charge.
Cartesian coordinates (Å):
1 C 4.9367 -4.4635 0.9823  -0.7482
2 C 3.3972 -4.3407 1.5237  -0.3964
3 C 2.9453 -2.8082 1.7244  -0.5652
4 C 2.1498 -2.1452 0.5151  -0.1526
5 O 2.1636 -0.6816 0.5831  -0.4036
6 C 1.9651 -0.1924 1.8904  0.4250
7 N 2.0022 0.2563 3.0129  -0.6015
8 C 2.9391 -2.3767 -0.9022  1.0685
9 C 4.1572 -1.4019 -1.2665  -1.3042
10 C 3.7631 -0.0368 -2.0237  -0.2154
11 C 4.4343 1.1813 -1.1479  -0.3837
12 C 5.7869 1.7638 -1.8053  -0.3609
13 C 7.1330 1.2562 -1.0453  -0.6415
14 O 7.0877 1.5026 0.3922  -0.2360
15 C 8.1756 2.3721 0.8087  -0.5601
16 C 1.6855 -2.5170 -1.9591  -0.5332
17 C 0.7016 -3.3264 -0.9231  -0.1865
18 C -0.5608 -4.1014 -1.4832  0.6358
19 F -1.0628 -5.1443 -0.6141  -0.2917
20 F -0.0829 -4.8328 -2.6426  -0.3360
21 C -1.8320 -3.2793 -1.9818  0.6288
22 F -2.4802 -4.1382 -2.9554  -0.3065
23 F -2.8242 -3.1687 -0.9396  -0.2067
24 C -1.5694 -1.9104 -2.7623  0.6639
25 F -0.7248 -2.1818 -3.8995  -0.2946
26 F -1.0591 -0.8481 -1.9447  -0.2603
27 C -2.9231 -1.2769 -3.4319  0.4025
28 F -2.5095 0.0334 -3.8764  -0.2734
29 F -3.9496 -1.0435 -2.4839  -0.1097
30 F -3.3379 -1.9538 -4.5947  -0.2200
31 N 0.6653 -2.4672 0.2968  1.0727
32 C -0.2067 -2.7926 1.4698  -0.4358
33 C -1.5052 -1.7978 1.5029  0.4161
34 C -1.3555 -0.5721 2.5258  -0.5754
35 C -2.8114 0.0502 2.9141  0.0436
36 C -3.6563 0.5327 1.6333  0.0625
37 C -5.2544 0.2058 1.7452  -0.3414
38 C -6.1439 1.4626 1.2892  -0.0888
39 C -7.6265 1.0959 0.7776  -0.2360
40 O -7.8266 1.6238 -0.5767  -0.3838
41 C -7.9441 0.5561 -1.5481  0.2053
42 H 5.5294 -3.4840 1.1483  0.1990
43 H 4.9582 -4.6482 -0.1564  -0.0442
44 H 5.4998 -5.3281 1.4775  0.2986
45 H 3.4391 -4.8014 2.5882  0.4463
46 H 2.6654 -4.9944 0.9378  0.0488
47 H 2.4419 -2.7453 2.7516  0.5288
48 H 3.9293 -2.2010 1.8350  0.4803
49 H 3.4198 -3.4210 -1.0526  -0.2574
50 H 4.8383 -1.9905 -1.9952  0.2662
51 H 4.7816 -1.2610 -0.3141  0.4203
52 H 2.6464 0.1998 -2.0558  0.0701
53 H 4.2793 0.0054 -3.0501  0.4767
54 H 4.5748 0.8708 -0.0379  0.0260
55 H 3.6631 2.0494 -1.1088  0.2702
56 H 5.8055 1.5370 -2.9250  0.3591
57 H 5.7632 2.9085 -1.6429  0.0665
58 H 7.3696 0.1516 -1.3088  0.1208
59 H 7.9957 1.9105 -1.4479  0.4620
60 H 8.0846 2.5809 1.9533  0.1726
61 H 8.1640 3.3723 0.2470  0.0781
62 H 9.2150 1.9189 0.6548  0.4530
63 H 1.3525 -1.4866 -2.3178  0.2930
64 H 1.8999 -3.1595 -2.8982  0.0419
65 H 1.4133 -4.2004 -0.6286  -0.3084
66 H 0.3281 -1.5048 0.0457  0.7710
67 H 0.2910 -2.6162 2.5022  0.2655
68 H -0.5597 -3.8961 1.5148  0.2070
69 H -2.3977 -2.4367 1.8366  0.1375
70 H -1.7657 -1.3780 0.4700  -0.3362
71 H -0.8188 0.2879 1.9560  0.0084
72 H -0.7274 -0.8253 3.4471  0.3315
73 H -2.6110 1.0052 3.5525  0.1408
74 H -3.4296 -0.6564 3.5702  -0.0547
75 H -3.2945 0.1029 0.6289  -0.4431
76 H -3.5985 1.6871 1.5189  0.4424
77 H -5.5558 -0.1917 2.7732  0.1533
78 H -5.4687 -0.6389 0.9773  0.1201
79 H -6.2484 2.1964 2.1785  0.1449
80 H -5.6263 2.0099 0.4090  0.1292
81 H -7.9173 -0.0046 0.8895  0.4477
82 H -8.3626 1.6970 1.4435  -0.0766
83 H -9.0292 0.4651 -1.9374  0.3127
84 H -7.5540 -0.4606 -1.1955  0.2652
85 H -7.3098 0.8512 -2.4610  -0.7765
86 O 4.6382 -4.1300 -2.6553  -0.6277
87 H 5.1857 -4.1883 -3.4505  0.3158
88 H 3.7384 -4.2554 -2.9833  0.1513
89 O 10.5785 3.5665 -0.0851  -0.5759
90 H 10.2218 4.4601 -0.1686  0.3126
91 H 11.4295 3.6955 0.3529  0.2717
92 O -7.9496 -0.6725 -3.8812  -0.5105
93 H -8.2375 -1.2349 -4.6134  0.2673
94 H -7.0133 -0.5182 -4.0602  0.2754
95 O -2.4349 -4.6229 3.4237  -0.6107
96 H -2.1674 -5.5459 3.3262  0.2815
97 H -3.1656 -4.5245 2.7987  0.3339
98 O 4.1860 4.1800 -2.5178  -0.6557
99 H 4.2021 4.7570 -1.7381  0.3144
100 H 3.2540 3.9460 -2.6164  0.3086
101 O -4.5578 -2.1401 4.2700  -0.5668
102 H -5.1247 -1.7090 4.9221  0.2615
103 H -4.1230 -2.8452 4.7698  0.2359
104 O 4.4644 -6.9661 -1.4864  -0.6495
105 H 4.4326 -6.1192 -1.9525  0.4911
106 H 4.6709 -6.7254 -0.5748  0.3016
107 O 8.3064 1.9490 -3.7940  -0.5719
108 H 9.0260 1.7632 -4.4107  0.2705
109 H 7.7562 2.5897 -4.2630  0.2973
110 O -2.3927 1.6185 5.8602  -0.5541
111 H -2.7496 2.5130 5.7698  0.3073
112 H -1.5432 1.7499 6.2992  0.2295
113 O 7.5838 1.7573 4.0660  -0.6234
114 H 7.8603 0.8369 3.9700  0.3378
115 H 6.8584 1.8511 3.4342  0.3101
116 O -7.4873 2.6544 -4.3200  -0.6680
117 H -7.9393 3.2505 -3.7092  0.3078
118 H -7.7592 1.7725 -4.0305  0.4033
119 O -3.2913 -2.6695 6.8282  -0.5523
120 H -3.6475 -3.2061 7.5481  0.2768
121 H -2.4087 -2.4252 7.1334  0.2882
122 O -5.5574 1.4978 -6.3729  -0.5967
123 H -6.1297 1.9351 -5.7241  0.3876
124 H -5.1292 0.7939 -5.8714  0.2386
125 O -5.1473 2.9019 -9.0231  -0.6271
126 H -5.5096 2.3685 -8.3023  0.3489
127 H -4.2667 3.1445 -8.7136  0.2955
128 O -3.5090 4.6250 5.3588  -0.7539
129 H -4.2647 4.4442 5.9346  0.3189
130 H -3.4084 5.5861 5.3990  0.3388
131 O -0.9157 5.1762 6.4892  -0.6170
132 H -0.3496 5.1208 5.7099  0.3145
133 H -1.8100 5.0390 6.1414  0.3516
134 O -4.5598 1.8811 -1.9140  -0.5302
135 H -4.1491 1.0660 -2.2306  0.2736
136 H -5.1112 2.1700 -2.6555  0.2197
137 O 0.5290 2.9821 5.2873  -0.5641
138 H 0.9083 2.9088 4.4017  0.2885
139 H 0.9762 2.2900 5.7905  0.2919
140 O -5.1967 2.4208 5.0456  -0.6292
141 H -4.8225 2.3462 4.1579  0.3119
142 H -4.7508 1.7240 5.5466  0.3257
143 O -10.3631 -2.6777 -2.9370  -0.6092
144 H -10.6513 -3.2399 -3.6673  0.3128
145 H -9.4260 -2.5229 -3.1162  0.2851
146 O -10.0050 2.2313 2.8031  -0.5926
147 H -9.9989 2.8127 3.5741  0.2844
148 H -10.9356 1.9985 2.6932  0.2716
149 O 5.6344 5.2070 -0.5645  -0.6334
150 H 5.9169 5.2645 0.3575  0.2802
151 H 6.2806 5.7441 -1.0412  0.2883
152 O 4.0673 2.9585 2.4477  -0.6432
153 H 4.4057 2.8848 1.5453  0.3183
154 H 3.7137 2.0791 2.6373  0.3068
155 O 3.2824 -6.6863 -3.7405  -0.6318
156 H 3.1724 -7.5848 -3.4028  0.3214
157 H 2.3786 -6.3582 -3.8327  0.3080
158 O 10.9182 1.8857 2.2977  -0.6422
159 H 10.1654 1.7010 2.8741  0.3141
160 H 11.0183 2.8439 2.3450  0.3094
161 O -4.0424 4.4154 -3.6747  -0.6160
162 H -3.6855 4.3517 -4.5696  0.3117
163 H -3.5877 3.7133 -3.1902  0.3157
164 O 3.7247 5.0171 -5.4105  -0.6301
165 H 3.9909 5.0100 -4.4796  0.3810
166 H 2.8832 4.5454 -5.4175  0.2839

## Properties
HOMO: -10.52 eV
HOMO-LUMO gap: 7.646 eV
net charge: +1

---

(3)
Formula: C2H4N4
Source: OMol25
Level of theory: the ωB97M-V functional and the def2-TZVPD basis

Each line ends with the Mulliken charge.
Cartesian coordinates (Å):
1 C -0.1346 0.4562 -1.8922  -0.7161
2 C -0.3828 0.0382 1.4907  -0.0338
3 H -0.3063 1.6650 -1.9012  0.2877
4 H 1.1001 0.3295 -2.2013  0.2817
5 H -0.8643 -0.1840 -2.6081  0.2541
6 H -0.6683 0.1652 2.5247  0.4123
7 N -0.1430 0.0955 -0.5588  0.9577
8 N -0.8233 0.6419 0.3696  -0.7595
9 N 0.7141 -0.6974 1.1853  -0.3114
10 N 0.8012 -0.7461 -0.0539  -0.3726

## Properties
ΔE to the lowest compared entry with this formula, charge and spin: 266.1 kJ/mol
HOMO: -10.27 eV
HOMO-LUMO gap: 11.168 eV